Entry 1:
The following is a DFT calculation (ωB97M-V/def2-TZVPD) of a structure of composition C10H17F6N3O7PS4.

Geometry as XYZ:
```
48
Properties=species:S:1:pos:R:3:lowdin_charge:R:1
O 4.971 2.815 4.122 -0.009
N 4.410 3.838 3.952 -0.153
O 3.457 4.101 4.926 -0.437
P 1.984 3.020 4.848 0.870
C 0.444 1.906 4.782 -0.386
C 0.016 1.501 3.362 -0.316
C -0.958 2.529 2.779 -0.472
S -0.893 2.741 0.976 0.881
C 0.864 2.713 0.677 -1.089
S 1.735 4.036 1.148 0.632
N 1.455 1.658 0.078 -0.162
C 2.347 1.922 -1.044 -0.163
C 3.033 0.612 -1.373 -0.184
O 2.149 -0.355 -1.905 -0.106
C 0.815 -0.105 -1.523 -0.186
C 0.700 0.400 -0.097 -0.145
H 2.528 2.284 5.910 0.027
H 2.263 2.825 3.488 -0.023
H 1.257 4.155 5.204 0.030
H -0.383 2.457 5.222 0.064
H 0.582 1.029 5.401 0.062
H 0.906 1.378 2.750 0.064
H -0.453 0.528 3.413 0.106
H -0.771 3.493 3.233 0.059
H -1.959 2.199 3.003 0.073
H 3.128 2.622 -0.795 0.094
H 1.824 2.324 -1.907 0.137
H 3.898 0.759 -2.006 0.123
H 3.395 0.233 -0.416 0.126
H 0.330 0.599 -2.193 0.130
H 0.246 -1.023 -1.586 0.120
H -0.354 0.476 0.118 0.083
H 1.134 -0.348 0.559 0.131
C -3.468 -6.366 -2.998 -0.671
F -4.043 -7.193 -2.112 0.118
F -2.164 -6.679 -3.076 0.116
F -4.024 -6.589 -4.201 0.117
S -3.708 -4.623 -2.463 0.567
O -3.037 -4.535 -1.195 -0.295
O -5.131 -4.436 -2.451 -0.290
N -2.942 -3.961 -3.683 -0.303
S -2.839 -2.382 -3.742 0.567
O -1.989 -1.785 -2.748 -0.302
O -4.060 -1.690 -4.037 -0.287
C -1.864 -2.295 -5.298 -0.670
F -2.534 -2.845 -6.324 0.118
F -0.689 -2.934 -5.175 0.118
F -1.612 -1.013 -5.601 0.117
```

The total charge is -1. The gap between HOMO and LUMO is 8.01 eV. The calculation puts the LUMO energy at 1.416 eV. The spin multiplicity is 1.


Entry 2:
The following is a DFT calculation (ωB97M-V/def2-TZVPD) of the molecule C6H11N.

Geometry as XYZ:
```
18
Properties=species:S:1:pos:R:3:lowdin_charge:R:1
C -1.079 0.543 2.351 -0.047
C -1.335 1.564 1.518 -0.209
N -1.100 1.382 0.129 -0.041
C -0.856 0.122 -0.753 -0.146
C 0.472 -0.639 -0.375 -0.095
C 1.137 -1.276 -1.369 -0.208
C 2.627 -1.507 -1.311 -0.118
H -1.322 -0.415 2.018 0.024
H -1.121 0.620 3.415 0.028
H -1.804 2.503 1.720 0.097
H -1.612 2.000 -0.422 0.065
H -1.749 -0.453 -0.731 0.087
H -0.911 0.503 -1.728 0.084
H 0.901 -0.763 0.787 0.165
H 0.674 -1.922 -2.201 0.128
H 3.041 -1.963 -2.210 0.068
H 3.038 -0.550 -1.473 0.058
H 2.768 -2.082 -0.444 0.060
```

For the energy relative to the best compared isomer or geometry (same formula, charge and spin), the calculation gives 98.5 kcal/mol. The SMILES is C=CNC/C=C/C. The gap between HOMO and LUMO is 8.85 eV. The calculation puts the LUMO energy at 1.071 eV. The spin multiplicity is 1.


Entry 3:
The following is a DFT calculation (ωB97M-V/def2-TZVPD) of the molecule C6H11N.

Geometry as XYZ:
```
18
Properties=species:S:1:pos:R:3:lowdin_charge:R:1
C 1.228 -0.025 -0.901 -0.074
C -0.078 -0.576 -0.295 -0.532
C 0.261 -0.732 1.220 -0.082
C -0.035 0.802 1.405 -0.295
N -0.844 1.382 0.364 -0.027
C -1.341 0.149 -0.349 -0.200
C -0.855 -0.821 -1.445 -0.057
H 1.259 0.850 -1.703 0.128
H 1.830 0.358 -0.056 0.062
H 1.629 -0.986 -1.391 0.122
H -0.441 -1.200 1.791 0.069
H 1.355 -0.826 1.363 0.107
H -0.587 0.697 2.370 0.096
H 0.965 1.437 1.832 0.169
H -0.031 1.879 -0.255 0.154
H -2.197 -0.435 0.183 0.166
H -0.437 -0.433 -2.285 0.052
H -1.682 -1.519 -1.847 0.141
```

For the energy relative to the best compared isomer or geometry (same formula, charge and spin), the calculation gives 151.2 kcal/mol. The SMILES is C[C@@]12CCN[C@H]1C2. The gap between HOMO and LUMO is 9.19 eV. The calculation puts the LUMO energy at 0.987 eV. The spin multiplicity is 1.


Entry 4:
The following is a DFT calculation (ωB97M-V/def2-TZVPD) of the molecule C6H12BNO2.

Geometry as XYZ:
```
22
Properties=species:S:1:pos:R:3:lowdin_charge:R:1
C 2.362 0.833 -0.999 -0.015
B 1.080 1.106 -0.019 -0.654
O 1.015 2.344 0.582 0.164
N 0.049 0.181 0.029 0.072
C 0.002 -1.217 -0.253 -0.186
C -1.169 -1.764 0.659 -0.162
C -2.205 -0.696 0.357 -0.176
C -1.484 0.601 0.677 -0.125
C -1.937 1.822 -0.059 -0.235
O -2.557 1.762 -1.084 0.087
H 2.467 1.709 -1.672 0.056
H 2.517 -0.179 -1.518 0.070
H 3.232 0.891 -0.247 0.074
H 1.655 2.915 0.328 0.034
H 1.028 -1.569 -0.147 0.115
H -0.418 -1.407 -1.318 0.146
H -0.936 -1.716 1.755 0.113
H -1.318 -2.917 0.512 0.140
H -2.423 -0.766 -0.628 0.077
H -3.042 -0.869 0.983 0.113
H -1.403 0.682 1.768 0.144
H -1.751 2.739 0.618 0.145
```

For the energy relative to the best compared isomer or geometry (same formula, charge and spin), the calculation gives 0.0 kcal/mol. The SMILES is CB(O)N1CCC[C@@H]1C=O. The gap between HOMO and LUMO is 9.74 eV. The calculation puts the LUMO energy at 0.621 eV. The spin multiplicity is 1.